The following is a quantum chemistry calculation of C6H11NO in the gas phase at a distorted geometry, from OMol25.

Cartesian coordinates (Å):
C (-0.806, -0.055, -0.393)
C (-0.321, -1.020, 0.572)
C (-1.634, 1.047, -0.014)
C (1.922, 0.622, -1.085)
C (-0.394, -0.939, 2.061)
C (0.922, 0.535, 0.057)
N (-0.907, -0.558, -1.722)
O (1.197, 1.131, 1.063)
H (-0.354, -2.040, 0.192)
H (-0.068, -0.975, -2.101)
H (-1.280, 0.127, -2.364)
H (-2.193, 0.977, 0.908)
H (-1.449, 2.009, -0.476)
H (2.663, 1.390, -0.874)
H (2.455, -0.327, -1.150)
H (1.450, 0.847, -2.038)
H (-1.200, -1.576, 2.430)
H (0.572, -1.252, 2.479)
H (-0.577, 0.056, 2.454)

Atoms 1-3, force components in eV/Å:
-2.29 0.12 0.69
0.04 0.46 -0.88
1.02 -0.71 -0.65

- Relative energy (zero: lowest compared OMol25 entry of this formula, charge and spin): 110.5 kcal/mol
- Charge: 0
- DFT total energy: -365.05530 Eh

Charges obtained by natural (NBO) population analysis, quoted in units of e: atom 1 (C): 0.0506, atom 2 (C): -0.1708, atom 3 (C): -0.4863, atom 4 (C): -0.7185, atom 5 (C): -0.6551, atom 6 (C): 0.5979, atom 7 (N): -0.8006, atom 8 (O): -0.5597, atom 9 (H): 0.2077, atom 10 (H): 0.3611, atom 11 (H): 0.3805, atom 12 (H): 0.1980, atom 13 (H): 0.1920, atom 14 (H): 0.2466, atom 15 (H): 0.2369, atom 16 (H): 0.2265, atom 17 (H): 0.2281, atom 18 (H): 0.2266, atom 19 (H): 0.2384

The following is a quantum chemistry calculation of C6H11NO in the gas phase at a distorted geometry, from OMol25.

Cartesian coordinates (Å):
C (-0.975, -0.513, -0.155)
C (-0.030, 1.900, 0.138)
C (-1.195, -0.818, 1.325)
C (1.474, -1.051, -0.142)
C (0.159, 0.695, -0.794)
C (1.700, 0.144, -0.493)
O (1.578, -2.341, -0.040)
N (-0.171, 0.839, -2.075)
H (1.190, -2.624, 0.808)
H (0.529, 0.534, -2.746)
H (2.598, 0.712, -0.699)
H (-1.847, 0.028, -0.523)
H (-0.948, -1.414, -0.772)
H (0.198, 1.656, 1.176)
H (-1.056, 2.261, 0.064)
H (0.635, 2.694, -0.205)
H (-1.213, 0.094, 1.922)
H (-2.170, -1.293, 1.467)
H (-0.455, -1.505, 1.746)

Atoms 1-3, force components in eV/Å:
0.02 0.79 -0.57
0.09 0.04 -0.19
0.13 0.03 -0.18

- Relative energy (zero: lowest compared OMol25 entry of this formula, charge and spin): 161.9 kcal/mol
- Charge: 0
- DFT total energy: -364.97343 Eh

Charges obtained by natural (NBO) population analysis, quoted in units of e: atom 1 (C): -0.4345, atom 2 (C): -0.6064, atom 3 (C): -0.6189, atom 4 (C): 0.4341, atom 5 (C): 0.1884, atom 6 (C): -0.3876, atom 7 (O): -0.6268, atom 8 (N): -0.6900, atom 9 (H): 0.5059, atom 10 (H): 0.3345, atom 11 (H): 0.2340, atom 12 (H): 0.2195, atom 13 (H): 0.2078, atom 14 (H): 0.2069, atom 15 (H): 0.2194, atom 16 (H): 0.2172, atom 17 (H): 0.2116, atom 18 (H): 0.2165, atom 19 (H): 0.1683

The following is a quantum chemistry calculation of C6H11NO in the gas phase, from OMol25.

Cartesian coordinates (Å):
C (0.733, 1.282, 1.498)
C (-0.080, 1.371, 0.250)
C (-0.449, 0.381, -0.553)
C (-1.275, 0.610, -1.780)
C (-0.032, -1.063, -0.327)
N (1.340, -1.259, -0.769)
C (-0.320, -1.525, 1.089)
O (-1.354, -1.380, 1.677)
H (1.055, 0.266, 1.713)
H (0.144, 1.635, 2.344)
H (1.613, 1.923, 1.417)
H (-0.398, 2.376, 0.002)
H (-2.229, 0.090, -1.692)
H (-1.469, 1.669, -1.929)
H (-0.755, 0.218, -2.653)
H (-0.664, -1.699, -0.966)
H (1.961, -0.605, -0.306)
H (1.654, -2.202, -0.566)
H (0.526, -2.088, 1.550)

Atoms 1-3, force components in eV/Å:
-0.07 -0.03 -0.06
0.01 -0.02 0.01
-0.08 -0.03 -0.11

- Relative energy (zero: lowest compared OMol25 entry of this formula, charge and spin): 32.5 kcal/mol
- Charge: 0
- DFT total energy: -365.17963 Eh

Charges obtained by natural (NBO) population analysis, quoted in units of e: atom 1 (C): -0.6424, atom 2 (C): -0.1786, atom 3 (C): 0.0261, atom 4 (C): -0.6277, atom 5 (C): -0.2107, atom 6 (N): -0.8148, atom 7 (C): 0.4349, atom 8 (O): -0.5124, atom 9 (H): 0.1965, atom 10 (H): 0.2288, atom 11 (H): 0.2193, atom 12 (H): 0.1980, atom 13 (H): 0.2153, atom 14 (H): 0.2138, atom 15 (H): 0.2186, atom 16 (H): 0.2231, atom 17 (H): 0.3610, atom 18 (H): 0.3573, atom 19 (H): 0.0940

The following is a quantum chemistry calculation of 2 unconnected molecules or ions with the total composition C6H11NO at a distorted geometry, from OMol25.

Cartesian coordinates (Å):
C (-0.113, 1.834, 0.836)
C (-0.201, 0.705, -0.128)
C (0.150, 0.808, -1.499)
C (-0.111, -0.361, -2.121)
N (-0.460, -1.292, -1.101)
C (-0.668, -0.583, 0.045)
C (-1.442, -1.063, 1.247)
H (0.946, 2.166, 0.720)
H (-0.796, 2.664, 0.599)
H (-0.283, 1.693, 1.906)
H (0.519, 1.758, -1.845)
H (0.028, -0.747, -3.114)
H (-0.844, -2.200, -1.308)
H (-2.481, -1.068, 0.922)
H (-1.210, -0.597, 2.205)
H (-1.282, -2.131, 1.438)
O (3.027, -0.755, 0.187)
H (3.030, 0.190, 0.382)
H (2.191, -1.020, 0.627)

Atoms 1-3, force components in eV/Å:
0.84 0.94 -0.02
-0.97 -1.47 0.05
0.01 1.16 0.30

- Relative energy (zero: lowest compared OMol25 entry of this formula, charge and spin): 23.4 kcal/mol
- Charge: 0
- DFT total energy: -365.19414 Eh

Charges obtained by natural (NBO) population analysis, quoted in units of e: atom 1 (C): -0.6319, atom 2 (C): -0.1273, atom 3 (C): -0.2845, atom 4 (C): -0.0734, atom 5 (N): -0.5233, atom 6 (C): 0.1433, atom 7 (C): -0.6502, atom 8 (H): 0.2099, atom 9 (H): 0.2168, atom 10 (H): 0.2194, atom 11 (H): 0.2183, atom 12 (H): 0.2119, atom 13 (H): 0.4061, atom 14 (H): 0.2209, atom 15 (H): 0.2331, atom 16 (H): 0.2109, atom 17 (O): -0.9329, atom 18 (H): 0.4631, atom 19 (H): 0.4700

The following is a quantum chemistry calculation of C6H11NO in the gas phase at a distorted geometry, from OMol25.

Cartesian coordinates (Å):
C (2.517, 1.658, 2.504)
N (1.429, 1.049, 2.669)
C (0.894, 0.304, 1.588)
C (-0.412, 0.324, 1.366)
C (-1.148, -0.421, 0.275)
C (-0.574, -0.183, -1.130)
C (-0.908, -1.213, -2.178)
O (-1.135, -0.548, -3.443)
H (3.135, 1.625, 1.600)
H (2.894, 2.256, 3.331)
H (1.643, -0.173, 0.956)
H (-0.973, 0.899, 2.098)
H (-1.022, -1.476, 0.558)
H (-2.198, -0.244, 0.376)
H (0.489, -0.040, -0.986)
H (-0.933, 0.805, -1.431)
H (-1.734, -1.854, -1.911)
H (-0.045, -1.844, -2.375)
H (-1.919, -0.923, -3.867)

Atoms 1-3, force components in eV/Å:
0.38 0.02 0.31
-0.47 0.12 -0.15
0.47 0.40 0.00

- Relative energy (zero: lowest compared OMol25 entry of this formula, charge and spin): 56.2 kcal/mol
- Charge: 0
- DFT total energy: -365.14188 Eh

Charges obtained by natural (NBO) population analysis, quoted in units of e: atom 1 (C): -0.0473, atom 2 (N): -0.4040, atom 3 (C): -0.0776, atom 4 (C): -0.1708, atom 5 (C): -0.4324, atom 6 (C): -0.4221, atom 7 (C): -0.0668, atom 8 (O): -0.7323, atom 9 (H): 0.1407, atom 10 (H): 0.1713, atom 11 (H): 0.1734, atom 12 (H): 0.2132, atom 13 (H): 0.2087, atom 14 (H): 0.2115, atom 15 (H): 0.2048, atom 16 (H): 0.2228, atom 17 (H): 0.1670, atom 18 (H): 0.1703, atom 19 (H): 0.4698

The following is a quantum chemistry calculation of C6H11NO in the gas phase at a distorted geometry, from OMol25.

Cartesian coordinates (Å):
N (-0.324, -0.925, 1.246)
C (-0.070, -0.673, -0.352)
C (-1.540, -0.405, -0.640)
C (-1.382, 0.984, 0.139)
C (0.000, 0.962, -0.345)
C (1.334, 1.213, 0.380)
O (2.083, 0.016, -0.018)
C (1.243, -1.041, -0.734)
H (0.589, -0.932, 1.786)
H (-0.560, -1.855, 1.537)
H (-1.640, -0.026, -1.711)
H (-2.343, -0.997, -0.271)
H (-1.732, 0.645, 1.282)
H (-2.040, 1.653, -0.229)
H (0.182, 1.364, -1.432)
H (1.311, 1.042, 1.511)
H (2.028, 2.111, 0.103)
H (1.435, -2.062, -0.425)
H (1.427, -1.074, -1.828)

Atoms 1-3, force components in eV/Å:
3.50 -0.32 0.10
-2.84 3.22 4.93
-0.25 2.47 -2.52

- Relative energy (zero: lowest compared OMol25 entry of this formula, charge and spin): 124.4 kcal/mol
- Charge: 0
- DFT total energy: -365.03318 Eh

Charges obtained by natural (NBO) population analysis, quoted in units of e: atom 1 (N): -0.9040, atom 2 (C): 0.1039, atom 3 (C): -0.3745, atom 4 (C): -0.4012, atom 5 (C): -0.2482, atom 6 (C): -0.0820, atom 7 (O): -0.5714, atom 8 (C): -0.1117, atom 9 (H): 0.3563, atom 10 (H): 0.3593, atom 11 (H): 0.1983, atom 12 (H): 0.2154, atom 13 (H): 0.2601, atom 14 (H): 0.1911, atom 15 (H): 0.2214, atom 16 (H): 0.1860, atom 17 (H): 0.2040, atom 18 (H): 0.2020, atom 19 (H): 0.1950